Here is a structure of composition C60H143F5N9O19S3 from the Open Molecules 2025 dataset. Energies are from ωB97M-V/def2-TZVPD.

Each line ends with the Mulliken charge.
Cartesian coordinates (Å):
N1 1.11 -2.04 -0.13  0.0912
S1 0.54 -1.23 1.11  -0.5718
O1 -0.83 -0.82 1.18  0.1893
O2 1.55 -0.59 1.91  -0.3866
F1 0.50 -2.58 2.03  0.0023
S2 1.10 -0.60 -1.05  0.3596
O3 2.03 0.46 -0.75  -0.7414
O4 -0.18 -0.21 -1.64  -0.2928
F2 1.93 -1.27 -2.24  -0.1211
C1 1.35 -6.60 2.49  -0.7419
O5 1.23 -6.39 1.10  -0.4835
C2 -0.13 -6.15 0.81  0.3326
C3 -0.17 -6.04 -0.70  -1.2481
N2 0.40 -4.70 -1.13  1.4608
H1 0.14 -3.93 -0.53  -0.4989
H2 1.41 -4.68 -0.93  -0.0779
C4 0.12 -4.30 -2.59  -0.0059
C5 -1.21 -3.60 -2.69  -0.3718
O6 -2.18 -4.26 -1.91  -0.2239
C6 -3.49 -3.84 -2.20  -0.8497
H3 0.77 -7.42 2.91  0.4785
H4 1.08 -5.64 2.93  0.1591
H5 2.41 -6.81 2.65  0.2092
H6 -0.40 -5.16 1.21  -0.4358
H7 -0.80 -6.91 1.20  0.8029
H8 -1.17 -6.23 -1.07  0.4780
H9 0.37 -6.81 -1.25  0.5371
H10 0.30 -5.18 -3.20  0.6010
H11 0.94 -3.59 -2.73  -0.3926
H12 -1.45 -3.50 -3.76  0.6063
H13 -1.11 -2.55 -2.38  -0.0477
H14 -3.59 -2.77 -1.97  0.2142
H15 -4.26 -4.32 -1.60  0.2974
H16 -3.71 -4.02 -3.25  0.3543
C7 -0.82 1.38 -4.81  -0.9379
O7 -1.27 2.70 -4.93  -0.1912
C8 -2.44 3.01 -5.66  -0.8463
C9 -2.75 4.51 -5.68  -0.3197
N3 -1.53 5.34 -6.05  -0.1861
H17 -1.68 6.34 -5.97  0.4049
H18 -0.78 5.13 -5.39  0.3758
C10 -0.95 5.04 -7.45  -0.7165
C11 -1.82 5.64 -8.56  -0.6186
O8 -3.09 5.02 -8.51  -0.2465
C12 -3.96 5.70 -9.44  -0.8078
H19 -0.30 1.04 -5.70  0.4444
H20 -1.59 0.73 -4.40  0.4567
H21 -0.13 1.45 -3.96  0.0769
H22 -3.25 2.46 -5.16  0.6101
H23 -2.45 2.65 -6.69  0.5808
H24 -2.91 4.91 -4.67  -0.0847
H25 -3.54 4.83 -6.35  0.4632
H26 -0.75 3.98 -7.58  0.2769
H27 0.01 5.54 -7.38  0.4864
H28 -1.27 5.65 -9.50  0.4863
H29 -1.98 6.69 -8.29  0.3700
H30 -3.65 5.68 -10.48  0.3333
H31 -4.11 6.73 -9.09  0.3613
H32 -4.89 5.14 -9.38  0.2537
C13 5.89 -1.68 -2.88  -0.7717
O9 5.56 -1.97 -1.53  -0.3458
C14 5.01 -1.01 -0.71  -0.6142
C15 4.63 -1.68 0.59  -0.2920
N4 3.80 -2.91 0.35  2.1740
H33 2.90 -2.49 0.01  -1.4125
H34 4.08 -3.42 -0.51  0.1857
C16 3.44 -3.86 1.49  0.9572
C17 4.61 -4.85 1.75  -0.9687
O10 5.82 -4.23 2.07  -0.3682
C18 5.90 -3.67 3.38  -0.5515
H35 6.47 -2.51 -3.26  0.4024
H36 6.50 -0.78 -3.03  0.3989
H37 4.95 -1.56 -3.42  0.0264
H38 4.10 -0.62 -1.18  0.0543
H39 5.73 -0.18 -0.64  0.7823
H40 4.18 -1.02 1.33  -0.2816
H41 5.53 -2.11 1.04  0.9389
H42 2.54 -4.38 1.18  -0.7882
H43 3.25 -3.23 2.35  0.1177
H44 4.73 -5.48 0.87  0.3983
H45 4.33 -5.59 2.50  0.3740
H46 5.05 -3.02 3.62  0.0573
H47 6.74 -2.99 3.46  0.2937
H48 5.90 -4.42 4.18  0.3815
C19 -3.95 0.10 1.32  0.0795
O11 -4.95 0.21 2.31  -0.3877
C20 -4.43 0.58 3.56  0.2903
C21 -5.50 1.01 4.54  -0.9196
N5 -6.56 -0.09 4.58  -0.1384
H49 -6.68 -0.52 3.67  0.4420
H50 -6.18 -0.88 5.10  0.3035
C22 -7.86 0.20 5.38  -0.5738
C23 -8.81 0.85 4.43  -0.4699
O12 -9.00 0.14 3.20  -0.3526
C24 -10.02 0.74 2.43  -0.8664
H51 -3.31 0.99 1.19  -0.2446
H52 -4.34 -0.04 0.31  0.4534
H53 -3.24 -0.69 1.55  0.0496
H54 -3.64 1.33 3.48  0.3432
H55 -3.91 -0.26 4.05  -0.1991
H56 -5.94 1.88 4.06  0.3661
H57 -5.15 1.21 5.55  0.4451
H58 -7.65 0.91 6.17  0.3049
H59 -8.23 -0.78 5.68  0.3906
H60 -8.48 1.85 4.13  0.3317
H61 -9.77 0.99 4.94  0.5116
H62 -11.04 0.50 2.72  0.3543
H63 -10.00 0.24 1.45  0.2925
H64 -9.78 1.72 2.01  0.3409
C25 6.02 5.37 -5.94  -0.6884
O13 6.54 4.50 -4.98  -0.3753
C26 5.58 3.64 -4.40  -0.7102
C27 4.98 2.62 -5.38  -0.2708
N6 6.13 1.97 -6.11  -0.0648
H65 6.68 2.51 -6.77  0.4026
H66 6.86 1.61 -5.48  0.4366
C28 5.73 0.83 -7.07  -1.0275
C29 4.79 -0.21 -6.57  0.0440
O14 3.45 0.30 -6.43  -0.4241
C30 2.59 -0.48 -5.63  -0.6741
H67 5.52 4.87 -6.78  0.2620
H68 6.76 6.05 -6.35  0.3031
H69 5.19 5.99 -5.57  0.2973
H70 4.82 4.25 -3.90  0.4522
H71 6.14 3.12 -3.61  0.3134
H72 4.39 3.12 -6.13  0.3494
H73 4.43 1.91 -4.76  0.1249
H74 6.70 0.39 -7.26  0.4995
H75 5.40 1.36 -7.96  0.3729
H76 5.15 -0.59 -5.60  -0.0441
H77 4.70 -1.10 -7.19  0.5838
H78 1.54 -0.40 -5.92  0.2931
H79 2.57 -0.24 -4.56  0.2198
H80 2.70 -1.55 -5.86  0.3503
C31 1.50 0.93 6.20  -1.6724
C32 2.54 1.28 5.15  0.4070
C33 2.00 2.38 4.22  -0.6502
N7 3.09 3.01 3.34  0.2482
C34 3.51 1.89 2.35  -0.2131
C35 4.49 2.44 1.31  -0.6456
C36 3.98 3.70 0.59  -0.3137
C37 3.45 4.77 1.55  -1.0617
C38 2.50 4.16 2.56  -0.2045
C39 4.28 3.53 4.12  -1.1161
H81 1.86 0.16 6.89  0.4254
H82 0.50 0.63 5.86  0.2617
H83 1.36 1.74 6.91  0.5032
H84 2.74 0.37 4.58  -0.0714
H85 3.40 1.66 5.68  0.2501
H86 1.65 3.27 4.76  0.6611
H87 1.16 2.04 3.61  0.1622
H88 2.64 1.57 1.79  -0.3019
H89 4.08 1.20 2.95  0.8029
H90 4.77 1.57 0.70  -0.2999
H91 5.47 2.68 1.73  0.6140
H92 3.27 3.43 -0.19  0.0931
H93 4.87 4.09 0.09  0.4512
H94 2.89 5.44 0.88  0.5068
H95 4.19 5.42 2.02  0.4280
H96 1.70 3.71 1.96  0.0245
H97 2.09 4.91 3.23  0.5854
H98 4.79 2.64 4.48  0.4794
H99 4.09 4.32 4.84  0.2343
H100 4.95 3.90 3.35  0.5731
C40 -2.77 9.37 -1.28  -1.4361
C41 -3.08 7.88 -1.48  -0.2861
C42 -1.94 7.09 -0.78  -0.6232
N8 -2.23 5.61 -0.55  0.4729
C43 -2.75 4.98 -1.87  -1.4004
C44 -2.89 3.43 -1.81  -1.1101
C45 -1.66 2.79 -1.31  0.6362
C46 -1.23 3.34 0.04  0.0354
C47 -1.01 4.85 -0.06  -1.2216
C48 -3.30 5.39 0.54  -0.8796
H101 -2.62 9.63 -0.23  0.3681
H102 -3.47 10.05 -1.76  0.4036
H103 -1.79 9.62 -1.72  0.3527
H104 -3.08 7.72 -2.56  0.1703
H105 -4.07 7.61 -1.14  0.3877
H106 -1.73 7.52 0.19  0.5109
H107 -1.08 7.05 -1.44  0.4232
H108 -1.97 5.34 -2.54  0.7061
H109 -3.69 5.49 -2.08  0.6274
H110 -3.27 3.22 -2.82  0.3607
H111 -3.85 3.22 -1.32  0.4828
H112 -0.83 2.77 -2.02  0.0000
H113 -1.77 1.72 -1.12  0.0558
H114 -0.33 2.86 0.45  -0.1038
H115 -1.89 3.05 0.86  -0.0818
H116 -0.19 4.95 -0.77  0.2706
H117 -0.72 5.29 0.89  0.6596
H118 -2.78 5.71 1.44  0.3451
H119 -3.64 4.36 0.48  0.3775
H120 -4.16 6.03 0.35  0.4200
C49 -2.24 -8.85 5.71  -1.4419
C50 -2.85 -7.45 5.76  -0.4569
C51 -2.65 -6.71 4.40  -0.1619
N9 -2.95 -5.18 4.47  0.4888
C52 -2.56 -4.56 3.11  0.1054
C53 -2.65 -3.05 3.08  -0.4485
C54 -1.79 -2.39 4.17  2.2130
C55 -2.19 -3.03 5.53  -1.8925
C56 -2.10 -4.54 5.55  0.0475
C57 -4.46 -5.07 4.61  -0.8736
H121 -2.60 -9.48 4.89  0.3835
H122 -2.37 -9.32 6.68  0.3988
H123 -1.19 -8.69 5.48  0.3308
H124 -2.49 -6.95 6.65  0.2800
H125 -3.93 -7.54 5.88  0.4346
H126 -3.29 -7.02 3.58  0.8073
H127 -1.60 -6.78 4.10  -0.3374
H128 -1.51 -4.82 2.99  -0.7696
H129 -3.18 -5.02 2.34  1.0442
H130 -2.46 -2.66 2.08  -0.1187
H131 -3.69 -2.74 3.23  0.3189
H132 -0.73 -2.54 3.96  -1.6318
H133 -1.84 -1.31 4.25  0.4603
H134 -1.69 -2.52 6.36  0.7215
H135 -3.22 -2.70 5.73  0.5336
H136 -1.09 -4.86 5.31  -0.5380
H137 -2.43 -4.92 6.51  0.4141
H138 -5.01 -5.56 3.81  0.3109
H139 -4.71 -4.02 4.76  0.1532
H140 -4.69 -5.58 5.54  0.4230
C58 3.62 -3.97 -3.87  -0.2561
C59 4.10 -4.69 -2.65  0.0737
O15 3.26 -4.79 -1.70  -0.6870
O16 5.24 -5.17 -2.63  -0.7093
H141 4.30 -3.83 -4.72  0.4248
H142 3.34 -2.95 -3.59  -0.4283
H143 2.83 -4.45 -4.45  0.4357
C60 1.03 -2.97 5.35  0.2667
F3 0.83 -3.04 4.01  -0.5982
F4 2.20 -2.33 5.48  -0.2216
F5 0.11 -2.18 5.92  -0.1219
S3 1.01 -4.70 6.12  1.1523
O17 2.29 -5.25 5.70  -0.6823
O18 0.88 -4.48 7.55  -0.7535
O19 -0.12 -5.40 5.49  -0.2072

Results
- Net charge: +5
- LUMO: -9.79 eV
- Highest occupied orbital energy: -15.2 eV
- Multiplicity: 1